Record 1
DFT (the ωB97M-V functional and the def2-TZVPD basis) results for a structure of composition C2H5NO2 in a non-equilibrium geometry.

Structure (XYZ):
```
10
Properties=species:S:1:pos:R:3:forces:R:3
H 1.69390 0.07948 -1.53440 -3.911 -2.831 1.223
O 0.41880 -0.92659 1.26262 -0.332 -0.152 0.458
H -1.05110 1.28065 -0.25768 -0.906 0.480 -0.960
O -0.78051 1.23842 1.70126 0.021 -0.853 0.660
N -0.38675 0.96697 0.39009 0.194 0.288 1.958
H -0.55543 0.34225 2.13324 -0.262 1.359 -0.394
C 0.53972 -0.63883 -1.14606 -1.179 0.215 -1.034
C 0.13884 -0.25343 0.28962 2.148 -0.819 -2.097
H -0.53844 -0.14818 -1.78755 3.727 -1.892 1.238
H 0.52097 -1.94074 -1.05113 0.500 4.205 -1.051
```
Positions in Å, forces in eV/Å.

- Total energy: -284.2999 hartree
- LUMO level: 0.479 eV
- Kohn-Sham gap: 10.290 eV
- ΔE to the lowest compared entry with this formula, charge and spin: 439.8 kJ/mol


Record 2
DFT (the ωB97M-V functional and the def2-TZVPD basis) results for an isolated molecule of C6H8N2S in a non-equilibrium geometry.

Structure (XYZ):
```
17
Properties=species:S:1:pos:R:3:forces:R:3
C -0.27857 1.95870 0.31722 -0.547 0.037 -0.502
H 0.29637 2.83626 0.21394 1.523 0.345 -0.409
C 0.35813 -2.12976 -1.23693 2.857 -1.032 -2.730
C 1.52787 0.24962 0.04146 0.318 3.777 2.846
H -1.28538 -2.17115 1.15925 -1.056 -1.404 2.480
H 1.90455 -0.57055 0.53554 0.665 -1.750 1.110
H -0.33222 -1.74308 -1.99290 -0.342 0.079 0.649
N 0.30907 -2.15452 0.00248 -0.667 -1.006 0.924
C -1.57561 2.24804 0.49238 0.519 -1.760 0.626
S -2.38960 0.77687 0.89431 -0.378 -1.236 -0.748
H 1.33572 -2.55180 -1.65770 -1.399 0.616 0.440
H -1.90945 3.25140 0.49865 -0.963 0.443 0.356
N -0.89495 -1.63005 0.48194 -0.172 1.613 -1.981
H 2.13831 1.16676 0.38843 -0.760 -1.389 -0.671
C 0.10620 0.58366 0.29184 -0.534 0.455 0.579
C -0.95431 -0.25903 0.52046 0.023 2.658 0.696
H 1.64386 0.13861 -0.95039 0.914 -0.445 -3.663
```
Positions in Å, forces in eV/Å.

- Total energy: -741.0126 hartree
- LUMO level: 0.910 eV
- Kohn-Sham gap: 8.451 eV
- ΔE to the lowest compared entry with this formula, charge and spin: 295.4 kJ/mol


Record 3
DFT (the ωB97M-V functional and the def2-TZVPD basis) results for an isolated molecule of C4H7NO in a non-equilibrium geometry.

Structure (XYZ):
```
13
Properties=species:S:1:pos:R:3:forces:R:3
H -1.97776 -0.82604 0.90537 0.073 0.037 -0.109
C -1.20750 -0.70400 0.13509 -0.341 -0.136 0.044
C 0.75242 0.70134 0.20595 0.070 -0.268 0.391
O -0.07873 -1.47157 0.54000 0.001 -0.212 0.071
H 1.87202 -1.05616 1.03865 -0.321 0.211 0.008
H -1.34958 1.52330 0.46934 0.238 -0.022 -0.298
N 0.15118 0.90489 -1.06967 0.365 1.091 -2.540
H -1.59555 -1.08497 -0.82390 0.104 0.178 0.190
C -0.74287 0.73348 0.01956 -0.105 -0.102 0.427
H 0.27090 1.62823 -1.83186 -0.401 -0.674 2.175
H 1.26111 1.43210 0.83652 -0.118 0.132 -0.482
H 1.51694 -1.01234 -0.70938 0.074 -0.291 0.094
C 1.12743 -0.76827 0.28432 0.360 0.056 0.030
```
Positions in Å, forces in eV/Å.

- Total energy: -286.5296 hartree
- LUMO level: 1.133 eV
- Kohn-Sham gap: 10.157 eV
- ΔE to the lowest compared entry with this formula, charge and spin: 267.9 kJ/mol